{
  "formula": "BrCuF24P4",
  "method": "ωB97M-V/def2-TZVPD",
  "symbols": ["Cu", "Br", "P", "F", "F", "F", "F", "F", "F", "P", "F", "F", "F", "F", "F", "F", "P", "F", "F", "F", "F", "F", "F", "P", "F", "F", "F", "F", "F", "F"],
  "coordinates": [[-0.5682, -0.8902, 0.3396], [-1.1476, -3.5358, 0.5742], [1.5872, -0.6126, 2.7255], [2.5579, 0.3841, 1.8702], [0.2314, 0.1080, 2.1354], [1.4111, -1.5889, 1.4864], [0.3675, -1.5317, 3.3939], [2.7034, -1.5604, 3.3418], [1.7029, 0.4397, 3.9455], [1.4863, -1.7408, -2.5166], [0.1146, -1.1293, -1.8961], [1.4672, -3.0120, -1.6323], [0.5594, -2.4597, -3.6811], [2.9375, -2.2523, -3.1180], [1.3920, -0.4611, -3.5190], [2.3111, -0.9197, -1.3602], [0.5186, 2.6251, -0.6807], [-0.4815, 2.9101, -1.9031], [1.4968, 1.7892, -1.6661], [1.3356, 3.9781, -0.9186], [1.4439, 2.5666, 0.6674], [-0.4946, 3.5008, 0.2658], [-0.1493, 1.1808, -0.2361], [-3.2503, 0.3551, 0.3083], [-4.1910, 0.8540, 1.5820], [-4.5186, 0.4386, -0.7300], [-2.8624, 1.8809, -0.0105], [-2.3043, -0.3837, -0.8325], [-1.9781, 0.2162, 1.2694], [-3.6787, -1.1493, 0.7952]],
  "charge": -3,
  "s_squared": 0.7562,
  "de_lowest_kj_mol": 5.26,
  "max_force_ev_per_a": 2.86,
  "homo_ev": [-1.398, -1.290],
  "homo_lumo_gap_ev": [8.4, 6.5],
  "e_tot_ev": -217081.7939,
  "spin_multiplicity": 2,
  "molar_mass_da": 723.30
}